1.
Below is a structure of composition C32H26F3N2O4SSbZr, with properties calculated with ωB97M-V/def2-TZVPD.

Geometry as XYZ:
```
70
Properties=species:S:1:pos:R:3
Zr -3.43 0.74 0.81
C 0.42 -5.39 4.66
C -0.10 -4.07 4.14
C -1.42 -4.12 3.65
C -2.13 -2.93 3.47
C -1.40 -1.72 3.63
C -0.05 -1.67 3.97
C 0.61 -2.84 4.26
S -2.19 -0.22 3.28
O -2.23 0.69 4.36
O -3.55 -0.57 2.64
N -1.39 0.31 1.97
C -1.05 1.67 1.82
C -0.13 2.33 2.64
C -0.03 3.68 2.57
C -1.01 4.45 1.87
C -1.93 3.76 1.12
N -1.99 2.38 1.07
H 0.51 -6.11 3.85
H -0.30 -5.84 5.35
H 1.41 -5.37 5.20
H -1.87 -5.05 3.44
H -3.11 -3.02 3.05
H 0.46 -0.70 3.96
H 1.63 -2.96 4.62
H 0.27 1.82 3.54
H 0.80 4.23 3.08
H -0.88 5.52 1.76
H -2.57 4.28 0.44
F -7.24 1.20 -1.90
C -6.52 2.32 -1.46
F -7.39 3.12 -0.88
F -5.97 2.93 -2.53
C -5.41 1.81 -0.57
O -5.55 0.91 0.33
O -4.26 2.39 -0.60
C 5.96 -2.47 -3.72
C 5.42 -3.11 -2.62
C 4.64 -2.38 -1.71
C 4.34 -1.08 -2.02
C 4.81 -0.43 -3.15
C 5.63 -1.13 -4.00
Sb 2.80 -0.20 -0.83
C 2.75 1.81 -1.58
C 3.39 2.96 -1.01
C 3.41 4.12 -1.78
C 2.65 4.22 -2.93
C 1.92 3.12 -3.38
C 2.02 1.89 -2.74
C -2.83 -0.37 -0.89
C -2.26 -1.61 -0.71
C -1.40 -2.23 -1.67
C -1.28 -1.60 -2.91
C -2.00 -0.47 -3.15
C -2.72 0.18 -2.16
H 6.65 -3.02 -4.40
H 5.56 -4.22 -2.46
H 4.43 -2.78 -0.73
H 4.74 0.64 -3.26
H 6.05 -0.53 -4.83
H 3.92 2.88 -0.08
H 4.13 4.91 -1.52
H 2.69 5.15 -3.49
H 1.25 3.22 -4.21
H 1.43 1.05 -3.16
H -2.38 -2.12 0.22
H -0.94 -3.21 -1.49
H -0.63 -2.09 -3.65
H -1.97 -0.16 -4.17
H -3.19 1.09 -2.42
```

Properties
- relative energy (zero: lowest compared OMol25 entry of this formula, charge and spin) (kcal/mol) = 10.9
- net charge = +2
- lowest unoccupied orbital energy (eV) = -8.3
- orbital gap (eV) = 5.66
- HOMO level (Eh) = -0.51466

***

2.
Below is an isolated molecule of ClHN2O2, with properties calculated with ωB97M-V/def2-TZVPD.

Geometry as XYZ:
```
6
Properties=species:S:1:pos:R:3
O -0.93 1.21 2.02
N -0.39 0.43 1.30
O -0.38 0.69 -0.05
N 0.21 -0.65 1.52
Cl 0.25 -1.07 3.18
H 0.06 -0.09 -0.42
```

Properties
- relative energy (zero: lowest compared OMol25 entry of this formula, charge and spin) (kcal/mol) = 24.1
- lowest unoccupied orbital energy (eV) = 0.4
- orbital gap (eV) = 10.90
- HOMO level (Eh) = -0.38411
- structure (SMILES) = [O-]/[N+](O)=N\Cl

***

3.
Below is a cluster of 9 separate species, C46H132N23O7P7 in total, with properties calculated with ωB97M-V/def2-TZVPD.

Geometry as XYZ:
```
215
Properties=species:S:1:pos:R:3
C 4.07 0.52 0.51
N 5.30 1.10 -0.13
C 6.45 0.33 0.04
P 5.31 2.85 -0.43
O 4.03 3.40 -0.95
N 5.92 3.59 1.03
C 6.05 5.14 1.08
C 5.19 3.09 2.25
N 6.73 3.00 -1.43
C 6.46 3.20 -2.83
C 8.05 3.18 -0.91
H 4.19 -0.52 0.81
H 3.32 0.60 -0.27
H 3.81 1.16 1.35
H 6.70 0.45 1.10
H 7.19 0.55 -0.72
H 6.25 -0.74 -0.04
H 6.95 5.49 0.57
H 5.24 5.72 0.65
H 6.10 5.53 2.10
H 5.39 2.01 2.24
H 5.68 3.55 3.10
H 4.11 3.24 2.26
H 5.41 3.18 -3.12
H 6.89 4.16 -3.11
H 6.88 2.37 -3.39
H 8.68 2.31 -1.08
H 8.07 3.47 0.14
H 8.42 4.01 -1.51
C -2.80 2.10 5.41
N -3.17 3.20 4.50
C -2.52 4.50 4.78
P -4.63 3.15 3.70
O -5.80 3.59 4.48
N -4.41 4.16 2.35
C -4.95 5.55 2.32
C -3.92 3.76 0.96
N -4.86 1.55 3.06
C -3.77 0.70 2.61
C -6.17 0.96 3.00
H -2.31 2.45 6.32
H -2.15 1.47 4.81
H -3.66 1.46 5.57
H -2.78 5.26 4.04
H -1.43 4.51 4.76
H -2.81 4.84 5.78
H -5.78 5.64 3.02
H -4.21 6.29 2.61
H -5.25 5.79 1.30
H -4.34 2.80 0.67
H -4.25 4.45 0.19
H -2.83 3.84 0.91
H -3.01 1.23 2.04
H -3.32 0.08 3.38
H -4.02 -0.10 1.91
H -6.68 1.20 3.93
H -6.21 -0.08 2.69
H -6.87 1.47 2.34
C -5.44 -6.21 -0.47
N -4.78 -5.06 -1.25
C -3.39 -5.39 -1.60
P -5.59 -3.64 -1.49
O -7.04 -4.03 -1.74
N -5.36 -2.75 -0.08
C -6.44 -2.32 0.71
C -4.01 -2.70 0.58
N -4.66 -2.78 -2.75
C -3.54 -2.00 -2.46
C -4.75 -3.21 -4.15
H -5.40 -7.12 -1.06
H -6.53 -6.23 -0.47
H -4.94 -6.21 0.50
H -2.69 -5.44 -0.77
H -3.08 -4.59 -2.27
H -3.39 -6.34 -2.15
H -7.12 -1.57 0.32
H -7.04 -3.17 1.04
H -5.98 -1.87 1.59
H -3.96 -3.32 1.47
H -3.20 -3.07 -0.04
H -3.70 -1.69 0.85
H -2.86 -2.57 -1.84
H -3.00 -1.77 -3.39
H -3.80 -1.02 -2.05
H -5.81 -3.23 -4.38
H -4.46 -4.27 -4.11
H -4.12 -2.62 -4.80
C 0.72 1.14 6.37
N 1.61 0.10 5.75
C 2.47 0.57 4.59
P 1.61 -1.59 6.08
O 1.07 -1.79 7.48
N 0.57 -2.27 4.97
C 0.65 -1.98 3.58
C -0.07 -3.49 5.39
N 3.16 -2.19 5.61
C 4.37 -1.55 6.16
C 3.38 -3.51 5.11
H 1.32 1.78 7.02
H 0.01 0.66 7.05
H 0.12 1.66 5.62
H 2.57 1.65 4.54
H 2.04 0.28 3.63
H 3.50 0.22 4.63
H 0.19 -0.99 3.54
H 1.68 -2.03 3.22
H 0.20 -2.75 2.96
H -0.55 -3.42 6.36
H -0.85 -3.72 4.66
H 0.62 -4.29 5.13
H 4.77 -2.11 7.01
H 5.19 -1.54 5.44
H 4.02 -0.57 6.48
H 3.91 -4.01 5.93
H 3.98 -3.49 4.21
H 2.42 -4.00 4.94
C 3.31 1.17 -4.22
N 2.83 -0.23 -4.15
C 3.70 -1.10 -3.28
P 1.19 -0.50 -4.10
O 0.56 -0.05 -2.82
N 0.53 0.26 -5.46
C -0.86 0.69 -5.29
C 1.10 0.69 -6.71
N 1.06 -2.08 -4.57
C -0.06 -2.83 -4.06
C 1.61 -2.50 -5.92
H 2.67 1.76 -4.88
H 4.34 1.14 -4.57
H 3.42 1.71 -3.28
H 4.76 -0.89 -3.42
H 3.52 -2.10 -3.68
H 3.46 -1.01 -2.22
H -1.05 1.25 -4.37
H -1.36 1.02 -6.20
H -1.43 -0.21 -5.07
H 1.30 1.76 -6.68
H 1.99 0.16 -7.05
H 0.37 0.41 -7.47
H 0.17 -3.89 -4.17
H -0.24 -2.50 -3.03
H -0.93 -2.50 -4.63
H 1.97 -3.50 -5.65
H 2.55 -2.06 -6.24
H 0.82 -2.48 -6.67
C -0.26 -5.32 1.43
N 0.75 -6.38 1.37
C 1.31 -6.62 2.61
P 0.89 -7.22 -0.12
O -0.55 -7.53 -0.64
N 1.79 -6.11 -1.00
C 1.12 -5.37 -2.13
C 3.23 -5.84 -0.72
N 1.90 -8.52 0.08
C 2.49 -9.10 -1.11
C 1.50 -9.52 1.11
H -0.73 -5.11 2.39
H -1.17 -5.76 1.02
H -0.08 -4.37 0.93
H 0.87 -7.52 3.05
H 1.26 -5.70 3.18
H 2.38 -6.82 2.48
H 1.79 -4.57 -2.45
H 0.85 -6.06 -2.92
H 0.14 -4.96 -1.88
H 3.34 -5.64 0.35
H 3.86 -6.70 -0.93
H 3.52 -4.85 -1.07
H 1.75 -9.31 -1.88
H 3.34 -8.52 -1.49
H 2.94 -10.06 -0.85
H 0.49 -9.53 1.51
H 2.14 -9.44 2.00
H 1.84 -10.49 0.76
C -4.39 5.37 -3.25
N -3.68 6.18 -2.15
C -4.59 6.84 -1.28
P -1.99 6.05 -1.88
O -1.47 5.92 -0.49
N -1.41 4.79 -2.89
C -1.24 3.51 -2.22
C -0.65 4.94 -4.09
N -1.32 7.49 -2.67
C -1.84 8.00 -3.90
C -0.34 8.35 -2.03
H -3.70 5.33 -4.10
H -5.27 5.97 -3.49
H -4.61 4.37 -2.88
H -5.16 7.64 -1.74
H -3.93 7.23 -0.50
H -5.24 6.13 -0.77
H -0.41 3.45 -1.51
H -2.10 3.32 -1.58
H -1.34 2.63 -2.85
H 0.22 5.58 -4.00
H -0.21 4.01 -4.44
H -1.32 5.28 -4.88
H -1.30 8.85 -4.32
H -1.81 7.26 -4.70
H -2.90 8.23 -3.90
H 0.24 7.71 -1.36
H -0.78 9.11 -1.39
H 0.26 8.84 -2.79
C 1.58 5.14 0.25
C 1.27 4.07 1.14
N 0.96 3.21 1.83
H 0.89 5.94 0.51
H 1.54 4.83 -0.79
H 2.61 5.43 0.42
C -0.51 0.86 -0.28
C -0.58 -0.50 0.34
N -0.70 -1.55 0.77
H 0.58 0.85 -0.27
H -0.99 1.63 0.32
H -0.90 0.73 -1.29
```

Properties
- relative energy (zero: lowest compared OMol25 entry of this formula, charge and spin) (kcal/mol) = 104.6
- lowest unoccupied orbital energy (eV) = 0.2
- orbital gap (eV) = 8.21
- HOMO level (Eh) = -0.29541
- structure (SMILES) = CN(C)P(=O)(N(C)C)N(C)C.CN(C)P(=O)(N(C)C)N(C)C.CN(C)P(=O)(N(C)C)N(C)C.CN(C)P(=O)(N(C)C)N(C)C.CN(C)P(=O)(N(C)C)N(C)C.CN(C)P(=O)(N(C)C)N(C)C.CN(C)P(=O)(N(C)C)N(C)C.CC#N.CC#N